[1]
The following is a quantum chemistry calculation of C33H42LaN6O4P as an isolated structure in a non-equilibrium geometry, from the OMol25 dataset.

Kohn-Sham gap   7.4 eV
HOMO level   -13.015 eV

ORCA input file:
```
! RIJCOSX wB97M-V def2-TZVPD def2/J DEFGRID3
* xyz 2 1
La 0.5671 0.3500 0.3951
C -2.4762 -6.5453 1.2824
C -1.8698 -5.2623 0.8086
C -1.9446 -4.8319 -0.4919
C -1.3150 -3.6416 -0.9196
C -1.5504 -3.2316 -2.2590
N -1.0519 -2.1912 -2.8541
C -1.4634 -1.7504 -4.1944
C -1.4470 -0.2286 -4.3362
C -1.9501 0.5705 -3.1560
N -3.3839 0.3653 -2.9139
C -4.1324 0.9882 -2.0388
C -3.7847 1.8231 -0.9424
C -4.7642 2.8097 -0.6688
C -4.6017 3.7848 0.2806
C -5.6242 4.8451 0.5432
C -3.4333 3.6912 1.0455
C -2.4679 2.7088 0.8879
C -1.4596 2.6811 1.9459
N -0.4767 1.8780 2.0744
C 0.2616 1.8899 3.3429
C -0.0945 0.6635 4.1939
C 0.6094 -0.6538 3.8634
N 0.2655 -1.2073 2.5429
C -0.1030 -2.4257 2.5097
C -0.5919 -3.2167 1.3620
C -1.2096 -4.4073 1.7075
C -0.5615 -2.8394 -0.0159
O 0.0913 -1.8025 -0.4507
C -2.6012 1.7119 -0.1414
O -1.7763 0.7382 -0.2557
H -3.0725 -7.0105 0.4998
H -3.1219 -6.3825 2.1443
H -1.7043 -7.2565 1.5731
H -2.4964 -5.4165 -1.2181
H -2.2502 -3.8201 -2.8469
H -0.3746 -1.6529 -2.3070
H -2.4556 -2.1739 -4.3617
H -0.7910 -2.1938 -4.9329
H -1.9863 0.0242 -5.2521
H -0.4262 0.1180 -4.4998
H -1.7981 1.6397 -3.3220
H -1.4432 0.3166 -2.2253
H -3.9022 -0.1344 -3.6253
H -5.1941 0.8760 -2.2389
H -5.6642 2.8071 -1.2711
H -6.2210 5.0470 -0.3434
H -5.1494 5.7797 0.8364
H -6.3033 4.5536 1.3439
H -3.2853 4.4054 1.8471
H -1.6346 3.4132 2.7432
H 0.0369 2.8135 3.8887
H 1.3412 1.8930 3.1377
H -1.1795 0.5263 4.1717
H 0.1625 0.8942 5.2301
H 0.3799 -1.3906 4.6408
H 1.6930 -0.4895 3.8812
H -0.1528 -2.9801 3.4543
H -1.2027 -4.6871 2.7554
N 2.3373 -0.0385 -1.7812
N 1.4944 0.6522 -2.6977
C 0.9243 1.8829 -2.2515
O 0.3911 2.5992 -3.0608
O 0.9870 2.0292 -0.9554
H 3.2501 0.4164 -1.7208
H 2.4570 -0.9861 -2.1267
H 1.8881 0.7694 -3.6280
C 4.2837 0.6540 3.0650
P 3.5419 0.1989 1.4609
C 3.9634 -1.5702 1.3142
C 4.6307 1.0431 0.2715
C 5.8166 0.4628 -0.1813
C 6.6374 1.1329 -1.0765
C 6.2869 2.3996 -1.5223
C 5.1154 2.9903 -1.0717
C 4.2908 2.3148 -0.1841
H 5.3581 0.4675 3.0452
H 3.8441 0.0837 3.8823
H 4.1208 1.7145 3.2568
H 4.9964 -1.7848 1.5911
H 3.7997 -1.9244 0.2961
H 3.3146 -2.1431 1.9787
H 6.1188 -0.5183 0.1570
H 7.5502 0.6694 -1.4210
H 6.9283 2.9276 -2.2129
H 4.8376 3.9779 -1.4099
H 3.3719 2.7962 0.1328
*
```

=====

[2]
The following is a quantum chemistry calculation of a 2-piece molecular cluster, C3H11N2 overall in a non-equilibrium geometry, from the OMol25 dataset.

Kohn-Sham gap (alpha / beta)   10.8 / 4.3 eV
HOMO level (alpha / beta)   -19.289 / -19.286 eV

ORCA input file:
```
! RIJCOSX wB97M-V def2-TZVPD def2/J DEFGRID3
* xyz 2 2
C 2.4046 -0.3270 -1.0465
C 2.9184 0.7947 -0.0136
H 3.2164 -0.6011 -1.7897
H 2.1593 -1.3440 -0.6311
H 1.4434 0.0833 -1.5756
H 3.2176 1.7396 -0.4995
H 3.7041 0.4059 0.6266
H 2.0516 1.0916 0.5550
N -1.4912 0.8084 0.9273
C -1.8929 -0.0051 -0.0136
N -2.2787 -1.3031 0.1576
H -0.8267 0.6720 1.6268
H -2.0504 1.7130 0.8167
H -2.0075 0.3696 -0.9842
H -3.1096 -1.6085 -0.2678
H -1.9888 -1.8347 0.9708
*
```